No. 1
# C10H26F6N3O6P3S2Ti

C10H26F6N3O6P3S2Ti as an isolated structure (wB97M-V/def2-TZVPD, OMol25).

Atoms and positions in Å:
Ti -0.0913 0.3332 0.2286
F 4.6582 -1.2287 -2.0344
C 3.8982 -0.3180 -1.5167
F 3.1500 0.2838 -2.4230
F 4.5599 0.5535 -0.7973
S 2.7050 -1.1743 -0.3279
O 1.7502 -0.0112 0.0868
O 3.3408 -1.7356 0.7984
N 1.8847 -2.1128 -1.2750
S 0.3808 -2.3898 -1.0238
O -0.3861 -1.0666 -1.1242
O 0.0468 -3.0551 0.2084
C -0.1695 -3.3779 -2.5492
F 0.1337 -2.6471 -3.5893
F 0.4690 -4.5055 -2.5178
F -1.4641 -3.5242 -2.4131
C 1.0439 3.3206 2.0598
P 0.4871 2.8254 0.4170
C 1.8232 3.1835 -0.7450
C -0.9577 3.8163 -0.0686
C -1.4400 3.3413 -1.4383
P -1.6068 1.5225 -1.4897
C -1.3646 0.9962 -3.1949
C -3.2965 1.0911 -1.0055
H 1.3425 4.3720 2.0207
H 1.9090 2.7303 2.3639
H 0.2453 3.2134 2.7931
H 1.9741 4.2660 -0.7755
H 1.6013 2.8312 -1.7525
H 2.7438 2.7145 -0.3972
H -0.6788 4.8735 -0.0876
H -1.7302 3.7057 0.6968
H -0.7394 3.6279 -2.2261
H -2.4030 3.7866 -1.7007
H -2.0212 1.6015 -3.8265
H -1.6313 -0.0526 -3.3135
H -0.3333 1.1518 -3.5128
H -3.9806 1.4889 -1.7600
H -3.5546 1.5299 -0.0412
H -3.4201 0.0081 -0.9634
N -3.5424 -0.9111 4.6133
C -2.2194 -0.3454 4.1595
P -1.5982 -1.3305 2.7214
O -0.8786 -0.2493 1.8155
O -2.7398 -2.0720 2.1618
C -0.3297 -2.5452 3.3001
N -0.6774 -3.9099 2.7800
H -3.4425 -1.6340 5.3331
H -4.0394 -1.3370 3.8154
H -4.1420 -0.1840 5.0207
H -1.5389 -0.2928 5.0089
H -2.4011 0.6703 3.8106
H -0.3348 -2.5844 4.3904
H 0.6807 -2.2931 2.9812
H -1.6949 -4.0567 2.7622
H -0.2466 -4.6495 3.3455
H -0.3546 -4.0148 1.8085

Results
**Charge**: +4
**E_HOMO**: -21.71 eV
**ΔE to the lowest compared entry with this formula, charge and spin**: 0.7 kcal/mol
**Spin multiplicity**: 1
**Gap between HOMO and LUMO**: 8.386 eV

Here are the Löwdin charges for atoms 1 to 8, given in e: atom 1 (Ti): 0.92, atom 2 (F): 0.26, atom 3 (C): -0.68, atom 4 (F): 0.19, atom 5 (F): 0.22, atom 6 (S): 0.79, atom 7 (O): -0.44, atom 8 (O): -0.16

---

No. 2
# C10H27N2O14P3

A 3-piece molecular cluster, C10H27N2O14P3 overall in a non-equilibrium geometry (wB97M-V/def2-TZVPD, OMol25).

Atoms and positions in Å:
N -3.9584 -1.3587 0.0438
P -4.6221 0.0181 0.2041
O -5.0539 0.2580 1.7418
O -6.0227 0.0833 -0.6336
N -3.7162 1.3532 -0.3607
O -2.6450 0.9949 -1.1937
C -3.3230 2.2942 0.6638
O -3.9419 3.3239 0.7588
O -2.2614 1.9472 1.3896
C -2.1277 2.6349 2.6210
C -2.9162 1.8724 3.7222
C -3.7915 2.7480 4.5946
O -2.5359 2.1609 5.0348
H -4.5614 -1.9195 -0.5506
H -5.9896 0.4901 1.7878
H -6.1946 1.0276 -0.7742
H -3.0572 0.7666 -2.0344
H -2.4712 3.6658 2.6348
H -1.0999 2.5859 2.9814
H -3.2850 0.8799 3.4743
H -3.6989 3.7656 4.2389
H -4.6516 2.3237 5.0886
C 0.1049 1.7896 -0.5780
O 1.4959 2.0598 -0.7436
P 1.9688 3.1843 -1.8517
O 0.6813 3.5519 -2.5073
O 2.8463 2.1279 -2.7154
C 2.7540 0.7087 -2.5683
O 2.9117 4.4331 -2.4454
C 3.9901 4.8840 -1.6028
H 0.0069 1.0518 0.2179
H -0.4330 2.6886 -0.2908
H -0.3071 1.3691 -1.4890
H 1.7498 0.3581 -2.8039
H 3.0422 0.3990 -1.5685
H 3.4476 0.2570 -3.2752
H 4.6872 4.0669 -1.3976
H 3.6010 5.2790 -0.6617
H 4.5191 5.6785 -2.1230
C 2.3089 -5.2032 -2.7622
O 2.2513 -5.2578 -1.3391
P 2.3687 -3.8495 -0.4837
O 2.6504 -2.8558 -1.5568
O 3.7086 -4.3452 0.2997
C 4.4856 -5.4790 -0.0743
O 2.0890 -2.7790 0.7697
C 1.1560 -3.1996 1.7876
H 2.1772 -6.2229 -3.1254
H 1.5144 -4.5808 -3.1662
H 3.2813 -4.8374 -3.0853
H 4.8948 -5.3615 -1.0779
H 3.9024 -6.3935 -0.0027
H 5.3149 -5.5481 0.6283
H 1.4975 -4.1212 2.2665
H 0.1650 -3.3548 1.3569
H 1.0930 -2.4138 2.5358

Results
**E_HOMO**: -9.54 eV
**SMILES**: N=P(O)(O)N(O)C(=O)OC[C@@H]1CO1.COP(=O)(OC)OC.COP(=O)(OC)OC
**Spin multiplicity**: 1
**Gap between HOMO and LUMO**: 8.618 eV

Here are the Löwdin charges for atoms 1 to 8, given in e: atom 1 (N): -0.14, atom 2 (P): 0.48, atom 3 (O): -0.12, atom 4 (O): -0.14, atom 5 (N): -0.14, atom 6 (O): -0.01, atom 7 (C): -0.52, atom 8 (O): 0.15

---

No. 3
# C10H28Ag2F3NO10SV

C10H28Ag2F3NO10SV as an isolated structure in a non-equilibrium geometry (wB97M-V/def2-TZVPD, OMol25).

Atoms and positions in Å:
V -2.0780 -1.5063 -0.7074
N 2.8254 -0.4991 -0.8713
H 3.3868 -0.6240 -0.0292
H 2.3784 -1.4042 -1.1489
H 3.4517 -0.1916 -1.6170
H 2.0500 0.1628 -0.6157
Ag 1.5513 -1.7500 1.8147
Ag -0.0612 2.1658 -2.1575
C 0.6954 -0.8536 -4.1718
F 1.2169 -1.1000 -5.3373
F 1.6748 -0.9549 -3.2375
F 0.2718 0.4337 -4.1117
S -0.7055 -2.0398 -3.8260
O -0.8467 -1.9479 -2.3500
O -1.8911 -1.5523 -4.4880
O -0.1911 -3.2816 -4.3212
C -0.1998 0.4085 -0.0609
O 0.0667 -0.8414 0.1613
O -1.3373 0.6090 -0.6297
O 0.7360 1.2676 -0.0283
C 3.2936 -4.3908 -2.3394
C 2.4465 -4.3652 -1.0779
O 1.6807 -3.1505 -1.0211
H 3.9132 -5.2822 -2.3693
H 3.8750 -3.4662 -2.3705
H 2.6288 -4.4305 -3.2016
H 2.9896 -4.6441 -0.1717
H 1.7348 -5.1883 -1.2095
H 0.9812 -3.1568 -0.3629
C -4.3537 -1.7567 2.9649
C -4.6599 -1.2087 1.5743
O -3.4250 -0.8045 0.9440
H -5.2511 -2.0582 3.5042
H -3.7699 -1.0833 3.5938
H -3.7526 -2.6634 2.8360
H -5.2756 -0.3094 1.6314
H -5.2008 -1.9979 1.0555
H -3.1857 0.0698 1.3433
C -1.9196 2.6736 3.2888
C -2.8339 2.9921 2.1218
O -3.0659 1.8065 1.3348
H -0.9875 2.2842 2.8746
H -2.4448 1.9774 3.9432
H -1.7170 3.5479 3.9069
H -2.4430 3.7142 1.4056
H -3.7895 3.3264 2.5203
H -2.4672 1.6592 0.5926
C 2.9324 5.2733 1.6429
C 2.7621 3.8900 1.0202
O 1.7756 3.8479 -0.0172
H 3.7929 5.1616 2.2984
H 2.0416 5.5009 2.2281
H 3.0228 6.0376 0.8769
H 2.5154 3.1686 1.8080
H 3.7184 3.5795 0.5817
H 1.4438 2.9453 -0.0175

Results
**Charge**: +2
**E_HOMO (spin up / spin down)**: -14.92 / -14.92 eV
**ΔE to the lowest compared entry with this formula, charge and spin**: 50.6 kcal/mol
**Spin multiplicity**: 4
**Gap between HOMO and LUMO (spin up / spin down)**: 6.148 / 6.149 eV

Here are the Löwdin charges for atoms 1 to 8, given in e: atom 1 (V): 1.24, atom 2 (N): 0.28, atom 3 (H): 0.13, atom 4 (H): 0.08, atom 5 (H): 0.15, atom 6 (H): 0.08, atom 7 (Ag): 0.91, atom 8 (Ag): 0.92

---

No. 4
# C10H28AgClFO10P2

C10H28AgClFO10P2 as an isolated structure in a non-equilibrium geometry (wB97M-V/def2-TZVPD, OMol25).

Atoms and positions in Å:
Ag 17.0510 14.2633 4.4329
F 17.0681 12.7740 2.6865
Cl 15.4099 12.4691 5.7308
C 12.9513 13.7046 3.4706
O 12.9026 14.7964 4.4033
P 13.8257 16.1014 4.2342
O 15.2829 15.9087 3.9174
O 12.8817 17.0145 3.2403
C 13.3037 18.3352 2.7809
O 13.5549 16.8968 5.6289
C 13.9882 16.3216 6.8084
H 12.5197 12.7927 3.8832
H 13.9491 13.4702 3.0998
H 12.3264 13.8608 2.5913
H 12.5836 19.0770 3.1261
H 13.3135 18.5552 1.7134
H 14.2482 18.7071 3.1782
H 14.6384 15.4595 6.6597
H 13.1591 16.0018 7.4397
H 14.4973 17.0364 7.4550
C 24.2528 11.8295 4.1407
O 23.1148 11.8036 3.2191
P 21.8085 12.7879 3.4865
O 20.7905 12.7268 2.3881
O 21.3495 12.4340 5.0046
C 20.1278 12.9670 5.5077
O 22.5258 14.2787 3.6177
C 22.1850 15.3871 2.8454
H 25.0343 11.3054 3.5906
H 24.1015 11.2553 5.0547
H 24.5831 12.8347 4.4028
H 19.7256 13.6718 4.7800
H 20.2590 13.5555 6.4158
H 19.3406 12.2419 5.7138
H 21.2545 15.2980 2.2847
H 23.0234 15.7712 2.2643
H 21.9739 16.1718 3.5719
C 18.1249 15.3691 7.5004
O 17.9873 15.6438 6.1573
C 19.1232 16.4808 5.7290
C 18.9682 16.8338 4.2220
O 18.6549 15.6371 3.6226
C 18.4592 15.7523 2.2144
H 18.0517 16.2062 8.1946
H 19.0176 14.8294 7.8166
H 17.3247 14.6424 7.6406
H 20.0962 16.0683 5.9959
H 19.0875 17.4614 6.2035
H 19.9168 17.3307 4.0189
H 18.1512 17.5343 4.0492
H 19.2723 16.2426 1.6790
H 17.5893 16.3781 2.0149
H 18.2509 14.8138 1.7007

Results
**E_HOMO (spin up / spin down)**: -9.62 / -9.26 eV
**Spin multiplicity**: 2
**Gap between HOMO and LUMO (spin up / spin down)**: 9.921 / 6.294 eV

Here are the Löwdin charges for atoms 1 to 8, given in e: atom 1 (Ag): 0.83, atom 2 (F): -0.49, atom 3 (Cl): -0.23, atom 4 (C): -0.12, atom 5 (O): -0.22, atom 6 (P): 0.50, atom 7 (O): -0.31, atom 8 (O): -0.21

---

Q: The highest spin multiplicity belongs to which entry?
A: C10H28Ag2F3NO10SV

---

Q: Which of these has the highest spin multiplicity?
A: C10H28Ag2F3NO10SV